Density functional theory data (the ωB97M-V functional and the def2-TZVPD basis) for C18H48N3O7 as an isolated structure.

CARTESIAN COORDINATES (ANGSTROEM)
O (-2.56513, -0.16691, -1.04393)
O (-1.66813, -1.35191, 2.25307)
O (0.74887, -5.53091, -1.16593)
O (3.88287, 1.66509, 1.41507)
O (-0.35913, 0.11209, 0.27307)
O (1.33487, 2.52709, -3.46293)
O (-1.84713, 1.72909, 1.93307)
N (-0.56513, 3.31409, -0.28193)
N (1.32687, -0.71991, 2.30307)
N (-0.47013, -2.04991, -1.48293)
C (1.37087, -6.40791, -1.74093)
C (-1.76713, -2.09991, -2.14493)
C (-3.22513, 1.17209, -1.13393)
C (0.59987, 3.26009, -1.23693)
C (-2.66013, 1.58109, 2.85407)
C (3.09887, 0.54809, 1.13507)
C (-2.32613, -0.70191, -2.39693)
C (-1.13513, 3.00709, 2.11507)
C (1.95787, 3.65509, -4.01393)
C (0.55887, -4.36391, -1.93593)
C (0.40487, -0.88691, 3.49407)
C (-0.74613, -1.92091, 3.23407)
C (-2.57413, -2.22991, 1.89707)
C (4.86787, 1.95109, 0.44107)
C (2.35687, 0.30109, 2.50307)
C (0.03887, 3.24409, 1.07607)
C (-0.06113, -3.31291, -0.98193)
C (0.23387, 2.90309, -2.63193)
H (-0.19813, 0.04409, 3.50107)
H (1.19687, 2.43009, -0.83393)
H (-0.94913, 3.24509, 3.01607)
H (2.34987, 0.73509, 0.18907)
H (0.57487, 3.96909, 1.26507)
H (1.33187, -7.19791, -1.08493)
H (-3.42713, 1.65509, -0.35593)
H (-1.72813, -2.62291, -3.02493)
H (1.05387, 4.30109, -1.22793)
H (-1.19713, 4.14809, -0.42493)
H (-2.47413, 2.22409, 3.82007)
H (-0.36013, -2.84691, 3.06307)
H (-3.05713, 0.50909, 3.06507)
H (-0.29313, -4.66291, -2.79393)
H (5.64487, 1.33409, 0.48207)
H (-1.75513, 0.08109, -3.07993)
H (-1.91613, 3.74409, 1.91907)
H (2.18787, 4.33009, -3.42593)
H (1.10687, 2.46909, 1.31007)
H (-2.66913, 1.80209, -1.70293)
H (0.79487, -3.01691, -0.37893)
H (5.18187, 3.02309, 0.35707)
H (1.48087, -3.96091, -2.50793)
H (2.32287, -6.19991, -2.00293)
H (1.75887, -1.67291, 2.13807)
H (-1.03313, -3.65391, -0.52993)
H (0.84487, -6.73491, -2.75993)
H (-0.22113, 3.57709, -3.30293)
H (4.35087, 1.93109, -0.47893)
H (-4.09913, 1.07209, -1.41693)
H (0.09387, -1.76791, -2.27093)
H (-3.62913, 2.07909, 2.44407)
H (0.15987, -0.17091, 1.09307)
H (-1.02613, 0.73209, 0.53307)
H (-0.47413, 2.09709, -2.80593)
H (-3.29913, -0.68691, -2.94793)
H (2.96587, 3.23409, -4.71893)
H (-3.25413, -2.32791, 2.59907)
H (3.82487, -0.11891, 0.83407)
H (-1.22013, -1.93291, 4.12207)
H (-2.41113, -3.37291, 1.70207)
H (1.24787, 4.10209, -4.66593)
H (1.68387, 1.11709, 2.93407)
H (-0.80513, -0.49591, -0.50993)
H (-2.48313, -2.56191, -1.33693)
H (1.04187, -1.23891, 4.47307)
H (-3.09013, -1.79591, 1.21407)
H (3.05787, -0.17191, 3.24407)

Results
gap between HOMO and LUMO: 10.113 eV
total charge: +1
electronic energy: -1404.730337 Ha
HOMO energy: -11.825 eV
energy above the lowest of the compared OMol25 structures with the same formula, charge and spin: 113.1 kcal/mol

=====

Density functional theory data (the ωB97M-V functional and the def2-TZVPD basis) for C18H48N4O18SZn2 as an isolated structure.

CARTESIAN COORDINATES (ANGSTROEM)
Zn (2.18310, -0.74912, 2.06056)
Zn (-0.46046, -2.24770, -0.31057)
S (-0.47942, 0.64543, 0.72687)
O (1.10738, -2.29027, 1.11695)
O (-0.80232, -0.46468, -0.16300)
O (-2.51556, 4.16431, 0.51313)
O (0.64410, 1.85335, -2.53494)
O (3.74844, -0.38743, 0.64069)
O (-3.30760, -1.70807, -2.71996)
O (0.91868, 0.46332, 1.09950)
O (0.63933, 3.93655, -0.39162)
O (3.22499, -2.14025, 3.18507)
O (-1.31618, 0.66881, 1.87058)
O (-2.93961, 1.73529, -0.93742)
O (-1.93974, -2.64435, 0.98492)
O (-2.82193, -0.67764, 3.70550)
O (-0.60448, 1.79949, -0.05945)
O (2.56812, 0.93761, 3.22746)
O (-1.36470, -2.55452, -4.86412)
O (0.87181, -1.91961, -1.87849)
O (0.24248, -0.43598, 3.56036)
N (2.72548, 0.65534, -0.92037)
N (-3.61446, -1.14866, 0.37984)
N (2.58260, 2.85869, 2.10156)
N (1.42897, -0.69979, -3.53582)
C (1.58066, -1.85281, -2.87862)
C (3.75902, 0.04969, -0.47585)
C (-3.45491, 3.04532, -1.28315)
C (0.27186, 3.23599, -2.68762)
C (1.28515, -3.42716, 1.98686)
C (3.71896, 2.74877, 4.32141)
C (-1.88652, -1.64368, 4.19218)
C (-3.78595, 3.74883, 0.07932)
C (-2.51568, -0.78468, -3.41333)
C (-4.13168, -3.35073, 1.11637)
C (1.15122, 4.05336, -1.68978)
C (2.38925, -2.99827, -3.54006)
C (4.93205, -0.02154, -1.45766)
C (2.91378, 2.10146, 3.19208)
C (-2.09221, -1.33916, -4.81908)
C (-0.48059, -1.10845, 4.57727)
C (2.64161, -3.40848, 2.86686)
C (-3.13722, -2.30304, 0.91805)
H (-1.61261, -2.30059, 3.36663)
H (-1.27754, -2.77735, -3.93442)
H (-1.52403, -0.55953, -5.32647)
H (3.19364, 3.53365, 4.86557)
H (1.13178, -4.37618, 1.47312)
H (-2.66053, -2.28496, -2.30752)
H (-3.83812, -4.38282, 0.92474)
H (0.19287, 1.66379, -1.70907)
H (0.15276, 3.10988, -0.35315)
H (3.30405, -3.87517, 2.13784)
H (0.34484, 3.52910, -3.73493)
H (1.82944, -0.57640, -4.45479)
H (0.42557, -3.42934, 2.65710)
H (-0.78212, 3.33607, -2.42837)
H (4.67877, 3.13594, 3.97942)
H (-2.25563, -2.39813, 4.88693)
H (5.50499, 0.90540, -1.48276)
H (0.96092, 5.12039, -1.80518)
H (-2.83787, 0.23584, -3.62029)
H (-4.88763, -3.23111, 0.34027)
H (2.05846, 2.42977, 1.35229)
H (-4.60198, -0.96643, 0.27169)
H (-0.04354, -1.89031, 5.19839)
H (2.43188, -3.97992, -3.06821)
H (1.96877, -2.99161, -4.54567)
H (-4.48091, 2.85843, -1.60018)
H (-2.76857, 3.67195, -1.85269)
H (-2.08740, 1.79044, -0.49891)
H (-1.67863, -0.70518, -2.71969)
H (4.65262, -0.47426, -2.40901)
H (-4.18511, 3.12780, 0.88124)
H (3.82587, 1.96540, 5.07174)
H (2.73111, 3.85756, 2.11856)
H (2.65423, 0.98764, -1.87147)
H (-0.36467, 0.18983, 3.15869)
H (2.17372, 3.68857, -1.78740)
H (3.40424, -2.63439, -3.69969)
H (0.84019, 0.00354, -3.11301)
H (5.58559, -0.80400, -1.07200)
H (-0.69511, -0.20094, 5.14163)
H (-4.39206, 4.61149, -0.19736)
H (-2.42856, -0.20513, 2.96821)
H (-3.00959, -1.42765, -5.40105)
H (-3.03592, -0.39797, 0.03076)
H (2.37704, -4.04880, 3.70834)
H (1.87070, 0.65319, -0.38236)
H (-2.05610, 3.42378, 0.91576)
H (-4.66733, -3.30706, 2.06466)

Results
gap between HOMO and LUMO: 5.480 eV
total charge: 0
electronic energy: -6244.846047 Ha
HOMO energy: -6.736 eV

=====

Density functional theory data (the ωB97M-V functional and the def2-TZVPD basis) for a 6-piece molecular cluster, C18H48O18P4 overall.

CARTESIAN COORDINATES (ANGSTROEM)
P (-90.06712, 7.09235, 104.32216)
P (-94.67858, 6.20964, 99.82208)
P (-92.82298, 3.98093, 105.58185)
P (-88.86831, 8.71818, 113.35993)
O (-89.92912, 9.89769, 113.75912)
O (-93.41015, 5.34849, 99.62978)
O (-89.84553, 7.14088, 105.86105)
O (-92.27984, 12.25216, 100.31942)
O (-92.79012, 4.42359, 107.18346)
O (-89.81123, 7.63473, 112.81396)
O (-95.42011, 5.76022, 101.02466)
O (-89.60746, 3.49937, 98.96876)
O (-87.76887, 9.18640, 112.22316)
O (-89.26511, 8.18694, 103.70489)
O (-92.47753, 2.46838, 105.27509)
O (-91.85060, 4.89078, 104.96201)
O (-91.54574, 7.41273, 103.81058)
O (-95.61569, 5.96685, 98.56389)
O (-94.29125, 4.44930, 105.11791)
O (-94.36367, 7.76830, 100.12905)
O (-89.41462, 5.78776, 103.78175)
O (-88.19058, 8.03370, 114.69795)
C (-92.51163, 8.24343, 104.42704)
C (-87.65545, 6.74660, 114.56209)
C (-92.83107, 1.96724, 104.08711)
C (-88.19337, 4.13384, 100.84929)
C (-90.17638, 11.06984, 112.96601)
C (-91.76486, 3.94144, 108.09054)
C (-96.42357, 6.99911, 98.17855)
C (-93.49002, 4.00425, 99.08892)
C (-93.31402, 8.11922, 100.94618)
C (-90.65302, 3.18511, 101.18435)
C (-89.28183, 8.42044, 106.41018)
C (-89.94181, 11.99317, 100.44888)
C (-89.44458, 3.58726, 100.16562)
C (-91.34417, 11.19011, 102.39221)
C (-87.66435, 8.43511, 110.99849)
C (-91.32827, 11.89773, 101.05959)
C (-88.15372, 5.33583, 104.20238)
C (-94.47543, 5.30053, 103.95845)
H (-95.04302, 4.76070, 103.41243)
H (-93.96057, 3.34019, 99.85691)
H (-86.98069, 6.76472, 113.65505)
H (-87.82626, 5.11888, 105.33576)
H (-89.90736, 9.38256, 106.37242)
H (-88.36287, 8.61732, 105.92732)
H (-95.56610, 7.76530, 97.67286)
H (-96.93942, 7.56106, 98.95362)
H (-88.43522, 8.63509, 110.33306)
H (-89.40665, 12.89191, 100.83510)
H (-93.58625, 9.11993, 101.35839)
H (-94.98065, 6.18085, 104.16582)
H (-87.37041, 5.61645, 103.67394)
H (-92.32023, 11.37728, 103.04471)
H (-94.04894, 1.97464, 104.04791)
H (-89.35050, 11.11337, 100.82689)
H (-88.00139, 3.27996, 101.42621)
H (-93.67349, 5.52506, 103.46346)
H (-88.12736, 4.38929, 103.77037)
H (-93.01835, 7.46239, 101.69848)
H (-91.22957, 11.37265, 113.04625)
H (-93.42923, 8.33163, 103.79735)
H (-87.85393, 7.32518, 111.22623)
H (-91.37088, 2.64218, 100.79771)
H (-91.09371, 10.27251, 102.20259)
H (-91.99154, 9.28455, 104.51891)
H (-88.44405, 4.97164, 101.62314)
H (-92.74630, 7.83159, 105.45650)
H (-94.19139, 4.03888, 98.21290)
H (-88.23622, 5.95690, 114.87423)
H (-92.61985, 3.72343, 98.83201)
H (-89.62146, 11.91054, 112.90876)
H (-90.87469, 4.56540, 107.64299)
H (-90.05228, 10.72330, 112.00211)
H (-91.98796, 4.21973, 108.99000)
H (-91.25300, 4.20147, 101.42513)
H (-87.44953, 4.23869, 100.10524)
H (-90.29729, 12.15247, 99.20402)
H (-88.88296, 8.37332, 107.48892)
H (-90.27465, 3.09006, 102.12067)
H (-92.35543, 2.55486, 103.20946)
H (-97.35068, 6.81431, 97.60037)
H (-91.42032, 2.88953, 107.89106)
H (-86.57735, 8.69468, 110.55991)
H (-92.62144, 0.90763, 104.12396)
H (-86.88877, 6.61945, 115.28015)
H (-90.62535, 11.83682, 103.08043)
H (-92.48602, 8.47997, 100.18319)

Results
structure (SMILES): COP(=O)(OC)OC.COP(=O)(OC)OC.COP(=O)(OC)OC.COP(=O)(OC)OC.CC(C)=O.CC(C)=O
gap between HOMO and LUMO: 9.779 eV
total charge: 0
electronic energy: -3434.239944 Ha
HOMO energy: -9.403 eV
energy above the lowest of the compared OMol25 structures with the same formula, charge and spin: 120.9 kcal/mol

=====

> electronic energy of number 2 (C18H48N4O18SZn2)?

-6244.846047 Ha

=====

> Which of these has the lowest gap between HOMO and LUMO?

C18H48N4O18SZn2

=====

> Among the records above, which one has the highest HOMO energy?

C18H48N4O18SZn2